{"formula": "C9H16N2OP", "method": "ωB97M-V/def2-TZVPD", "homo_lumo_gap_ev": 9.354, "e_homo_ev": -12.201, "total_charge": 1, "species": ["C", "C", "C", "C", "C", "C", "C", "C", "C", "N", "N", "O", "P", "H", "H", "H", "H", "H", "H", "H", "H", "H", "H", "H", "H", "H", "H", "H", "H"], "xyz": [[2.5923, 3.6781, 1.2570], [0.8261, 0.7265, -0.5265], [-1.4285, -2.1306, 0.9315], [-1.6616, -2.8260, -0.4293], [-1.9824, -0.4333, -0.7038], [0.3376, -0.6926, -0.1321], [-1.0438, -0.6860, 0.5201], [-1.3624, -1.6231, -1.4741], [1.0318, 2.9364, 0.4017], [0.9852, 1.5300, 0.5215], [0.0869, -1.4277, -1.4253], [0.8228, 0.8520, -1.7586], [3.6692, 2.4291, 1.6825], [2.3192, 4.6806, 1.6438], [-2.3294, -2.2189, 1.5412], [-0.5981, -2.6646, 1.5306], [-0.9200, -3.7329, -0.6112], [-2.5720, -3.2728, -0.5397], [-3.0739, -0.5467, -0.6698], [-1.7227, 0.4872, -1.2366], [1.0105, -1.4759, 0.3689], [-1.2543, 0.1004, 1.3291], [-1.6883, -1.9368, -2.5725], [1.0434, 3.3683, -0.5715], [0.2970, 3.4272, 1.0787], [0.8161, 1.0185, 1.3762], [0.3776, -0.5511, -2.0785], [0.6795, -2.2882, -1.5475], [4.7422, 3.2731, 2.0943]], "forces_ev_per_a": [[-2.639, -3.061, -0.540], [-0.638, -2.279, -0.405], [1.302, -1.044, 0.700], [4.599, 0.125, -1.091], [1.598, -0.480, -1.539], [0.827, -2.605, 1.194], [-2.250, 1.016, 1.522], [-2.489, -3.471, -1.285], [2.671, 3.174, 4.302], [-0.120, -0.644, -1.994], [0.929, 1.538, -0.966], [0.621, 1.860, 0.749], [-0.533, 1.873, -0.984], [0.811, -0.504, -0.730], [0.105, 0.473, -0.008], [-1.190, 0.976, -0.872], [-1.201, 1.893, 0.293], [-2.693, -0.690, -0.359], [0.478, 0.029, 0.642], [-0.299, 0.128, 0.255], [-0.368, 2.085, 0.136], [0.812, -1.217, -1.014], [0.562, 1.093, 2.354], [-0.109, -0.363, -0.780], [0.170, -0.528, -0.831], [0.207, 0.808, 0.388], [0.034, -1.233, 0.387], [-0.953, 1.172, 0.051], [-0.242, -0.125, 0.424]], "lowdin_charge": [-0.4043, -0.3844, -0.1355, -0.1040, -0.0499, -0.1447, -0.2442, -0.2390, -0.1421, 0.0329, 0.0687, 0.0777, 0.7607, 0.0261, 0.1186, 0.1416, 0.1511, 0.0718, 0.1455, 0.1222, 0.1909, 0.1743, 0.1981, 0.0917, 0.1048, 0.1455, 0.1620, 0.2047, -0.1407]}



{"formula": "C2H5OPS", "method": "ωB97M-V/def2-TZVPD", "homo_lumo_gap_ev": 9.072, "e_homo_ev": -8.809, "species": ["C", "C", "O", "P", "S", "H", "H", "H", "H", "H"], "xyz": [[0.4224, 0.9575, -0.8964], [-0.8912, -0.8121, 0.3293], [-0.8779, -0.8067, 1.7028], [0.8981, -0.8403, -0.5152], [-1.3705, 0.7386, -0.6526], [0.9157, 1.8074, -0.3163], [0.7100, 1.3519, -1.9427], [2.0721, -0.5330, 0.3218], [-0.3623, -0.0409, 1.9689], [-1.5164, -1.8225, 0.0005]], "forces_ev_per_a": [[1.514, 1.797, -1.381], [0.198, -2.505, -1.393], [-0.626, 0.372, 0.213], [-0.330, 1.163, -0.850], [0.656, -0.911, 0.785], [-0.901, -1.389, 0.095], [-0.802, -1.174, 1.157], [-1.311, -0.359, 0.311], [0.063, 0.160, 0.307], [1.538, 2.845, 0.755]], "lowdin_charge": [-0.7939, -0.8247, -0.1321, 0.8144, 0.7197, 0.0419, 0.0427, -0.0781, 0.0810, 0.1290]}



Asked for ΔE to the lowest compared entry with this formula, charge and spin across the records above, the calculation gives 0.00; 41.56 kcal per mole in order.
Asked for maximum force across the records above, the calculation gives 5.98; 3.32 eV/Å in order.